1.
Density functional theory data (ωB97M-V/def2-TZVPD) for C42H53BiGe2N3O4STe2 as an isolated structure at a distorted geometry.

```
! RIJCOSX wB97M-V def2-TZVPD def2/J DEFGRID3
* xyz 2 2
Bi 0.9938 -0.4342 -0.5255
C 1.3886 2.3210 -2.0107
C 2.7154 1.6916 -2.4446
N 2.7514 0.2668 -2.1086
C 4.0669 -0.2500 -1.7158
C 4.6926 0.4530 -0.5116
S 3.5981 0.7071 0.9399
C 3.0303 2.4372 0.7306
C 1.5338 2.6008 0.4885
N 0.9546 1.8951 -0.6723
H 1.4797 3.4094 -2.0651
H 0.6107 2.0092 -2.7118
H 2.8116 1.8412 -3.5226
H 3.5583 2.2004 -1.9834
H 2.4299 -0.2650 -2.9310
H 3.9468 -1.3141 -1.4957
H 4.7791 -0.1659 -2.5467
H 5.5144 -0.1604 -0.1420
H 5.0979 1.4276 -0.7721
H 3.2569 2.9185 1.6834
H 3.6450 2.9088 -0.0303
H 1.0084 2.2295 1.3765
H 1.3365 3.6768 0.3938
H -0.0503 2.0482 -0.6156
O -0.3951 0.4682 2.4967
C -1.0838 -0.1814 1.7257
O -1.0206 -0.0348 0.4283
C -2.0535 -1.2464 2.1134
C -3.2075 -0.9814 2.8449
C -4.1962 -1.9477 2.9276
C -4.0054 -3.1702 2.2957
C -2.8136 -3.4784 1.6547
C -1.8393 -2.5084 1.5597
N -5.0939 -4.1399 2.2436
O -6.1013 -3.8717 2.8505
O -4.9125 -5.1199 1.5602
H -3.3426 -0.0170 3.3101
H -5.1229 -1.7612 3.4483
H -2.6774 -4.4544 1.2146
H -0.9163 -2.7217 1.0419
Te 1.8894 0.6671 3.9697
C 3.7230 1.6398 4.4574
C 4.8849 0.8937 4.5981
C 6.0923 1.5407 4.7899
C 6.1505 2.9253 4.8062
C 4.9874 3.6699 4.6901
C 3.7753 3.0271 4.5192
C 0.7559 1.5174 5.5595
C 0.4723 0.7121 6.6513
C -0.2404 1.2304 7.7187
C -0.6790 2.5448 7.6912
C -0.3916 3.3463 6.5970
C 0.3198 2.8314 5.5252
H 4.8386 -0.1871 4.5803
H 6.9910 0.9585 4.9243
H 7.0995 3.4215 4.9287
H 5.0211 4.7487 4.7250
H 2.8633 3.6022 4.4374
H 0.8194 -0.3127 6.6712
H -0.4530 0.6082 8.5740
H -1.2368 2.9444 8.5247
H -0.7243 4.3737 6.5755
H 0.5263 3.4491 4.6622
C -1.9744 -0.7047 -5.8774
Ge -2.0893 0.3985 -4.2335
C -4.0254 0.5878 -3.8015
C -1.4854 2.2982 -4.4723
Ge -0.4695 -0.8413 -2.6444
C -1.2191 -2.5919 -2.1017
C -2.5146 -2.9807 -2.4167
C -2.9878 -4.2368 -2.0787
C -2.1632 -5.1338 -1.4206
C -0.8760 -4.7566 -1.0756
C -0.4186 -3.4908 -1.4031
C 0.9266 -1.4021 -3.9832
C 1.4799 -2.6781 -4.0278
C 2.4428 -3.0110 -4.9658
C 2.8724 -2.0756 -5.8913
C 2.3316 -0.8005 -5.8701
C 1.3797 -0.4708 -4.9195
H -2.5648 -0.2488 -6.6664
H -2.3744 -1.6954 -5.6809
H -0.9560 -0.8188 -6.2274
H -4.5010 0.9147 -4.7235
H -4.2042 1.3460 -3.0455
H -4.5002 -0.3375 -3.4945
H -2.1779 2.7763 -5.1603
H -0.4905 2.3909 -4.8963
H -1.5288 2.8485 -3.5360
H -3.1509 -2.2981 -2.9674
H -3.9932 -4.5287 -2.3420
H -2.5220 -6.1239 -1.1861
H -0.2299 -5.4502 -0.5586
H 0.5965 -3.2009 -1.1289
H 1.1218 -3.4383 -3.3499
H 2.8507 -4.0097 -4.9829
H 3.6040 -2.3463 -6.6376
H 2.6398 -0.0688 -6.6020
H 0.9308 0.5159 -4.9351
C -5.9622 -0.1936 -0.6741
Te -3.8254 -0.4066 -0.4648
C -3.7214 1.5754 0.3570
H -6.1930 0.6713 -1.2879
H -6.4074 -0.0585 0.3092
H -6.3852 -1.0818 -1.1298
H -4.6449 1.7866 0.8841
H -3.5854 2.3029 -0.4358
H -2.8881 1.6290 1.0463
*
```

The value obtained for the orbital gap (spin up / spin down) is 5.811 / 3.219 eV. As for the HOMO energy (spin up / spin down): -11.38 / -11.38 eV. The value obtained for the total energy is -7399.46657 hartree. As for the LUMO energy (spin up / spin down): -0.20472 / -0.29996 Eh. For the energy relative to the best compared isomer or geometry (same formula, charge and spin), the calculation gives 2.254 eV.

2.
Density functional theory data (ωB97M-V/def2-TZVPD) for a 2-piece molecular cluster, C2H3Br2FO overall at a distorted geometry.

```
! RIJCOSX wB97M-V def2-TZVPD def2/J DEFGRID3
* xyz 0 1
C 0.0559 0.8318 -0.2803
C 0.0594 -0.4894 0.3010
O 0.3257 -1.5665 -0.3023
F -0.1512 -0.6500 1.6587
Br 2.4447 0.9816 -0.2152
Br -3.0631 0.6933 -0.3446
H -0.3168 1.5542 0.3851
H -0.1946 0.9715 -1.3729
H 0.8399 -2.3265 0.1705
*
```

The value obtained for the orbital gap (spin up / spin down) is 5.174 / 7.641 eV. As for the HOMO energy (spin up / spin down): -8.49 / -9.99 eV. The value obtained for the total energy is -5401.03852 hartree. As for the LUMO energy (spin up / spin down): -0.12202 / -0.08642 Eh. For the energy relative to the best compared isomer or geometry (same formula, charge and spin), the calculation gives 3.014 eV.